DFT (ωB97M-V/def2-TZVPD) results for a structure of composition C23H36AsN6O5S5Ti at a distorted geometry.

Summary:
ΔE to the lowest compared entry with this formula, charge and spin in kJ/mol: 289.6
Molar mass in g/mol: 759.7
Max |F| in eV Å⁻¹: 3.5

ORCA input file:
```
! RIJCOSX wB97M-V def2-TZVPD def2/J DEFGRID3
* xyz -2 2
Ti -0.936 1.564 -1.975
O -6.232 1.283 0.478
C -4.905 1.328 0.148
C -4.169 0.160 0.001
C -2.876 0.272 -0.465
N -2.415 1.478 -0.807
C -3.010 2.619 -0.443
C -4.290 2.585 0.045
C -1.987 3.754 -0.575
O -2.240 4.895 -0.235
O -0.831 3.310 -0.985
C -1.731 -0.700 -0.487
O -1.814 -1.811 0.051
O -0.653 -0.169 -0.947
H -6.575 0.442 0.157
H -4.606 -0.815 0.173
H -4.818 3.490 0.308
S -3.126 0.983 -6.351
As -2.817 0.938 -4.246
S -2.326 2.933 -3.454
S -0.934 -0.124 -3.763
S -4.546 0.101 -3.329
C -1.690 -2.506 5.528
C -0.585 -1.485 5.260
C -1.112 -0.154 4.724
C -1.670 -0.237 3.297
N -0.765 -0.924 2.388
C 0.327 -0.309 1.869
S 0.774 1.283 2.190
N 1.127 -1.065 1.100
C 0.998 -2.474 0.786
C 1.878 -3.324 1.705
C 1.792 -4.816 1.382
C 0.503 -5.454 1.899
H -1.285 -3.407 5.993
H -2.177 -2.794 4.595
H -2.447 -2.092 6.199
H 0.113 -1.903 4.533
H -0.031 -1.296 6.184
H -0.299 0.573 4.719
H -1.900 0.220 5.386
H -1.872 0.777 2.942
H -2.606 -0.796 3.294
H -1.219 -1.531 1.709
H 1.815 -0.538 0.591
H 1.313 -2.610 -0.250
H -0.045 -2.775 0.841
H 1.585 -3.149 2.745
H 2.913 -2.983 1.604
H 2.649 -5.334 1.820
H 1.846 -4.949 0.297
H 0.419 -5.320 2.980
H 0.485 -6.525 1.690
H -0.371 -5.000 1.432
C 4.631 1.731 -1.205
C 3.451 1.271 -0.369
N 2.202 1.389 -1.105
C 2.093 1.808 -2.413
N 0.946 2.188 -2.867
C 0.831 2.738 -4.223
C 2.172 3.062 -4.866
C 3.124 1.914 -4.598
N 3.253 1.789 -3.159
C 4.436 1.175 -2.605
H 5.563 1.369 -0.768
H 4.661 2.821 -1.263
H 3.370 1.836 0.559
H 3.630 0.221 -0.100
H 1.391 1.603 -0.537
H 0.225 3.638 -4.146
H 0.278 2.029 -4.841
H 2.588 3.969 -4.416
H 2.040 3.224 -5.937
H 4.118 2.126 -5.002
H 2.751 0.987 -5.051
H 5.279 1.415 -3.255
H 4.344 0.079 -2.562
*
```

Okay, here come the Löwdin numbers, in e, for every atom: number 1, Ti, carries 0.506; number 2, O, carries 0.043; number 3, C, carries -0.293; number 4, C, carries 0.007; number 5, C, carries -0.194; number 6, N, carries -0.052; number 7, C, carries -0.181; number 8, C, carries 0.088; number 9, C, carries -0.624; number 10, O, carries 0.049; number 11, O, carries -0.192; number 12, C, carries -0.553; number 13, O, carries -0.003; number 14, O, carries -0.204; number 15, H, carries 0.104; number 16, H, carries 0.129; number 17, H, carries 0.131; number 18, S, carries -0.293; number 19, As, carries -0.491; number 20, S, carries 0.193; number 21, S, carries 0.102; number 22, S, carries -0.137; number 23, C, carries -0.118; number 24, C, carries -0.270; number 25, C, carries -0.217; number 26, C, carries -0.221; number 27, N, carries 0.015; number 28, C, carries -0.830; number 29, S, carries 0.639; number 30, N, carries 0.008; number 31, C, carries -0.181; number 32, C, carries -0.201; number 33, C, carries -0.270; number 34, C, carries -0.112; number 35, H, carries 0.060; number 36, H, carries 0.066; number 37, H, carries 0.066; number 38, H, carries 0.085; number 39, H, carries 0.098; number 40, H, carries 0.067; number 41, H, carries 0.107; number 42, H, carries 0.097; number 43, H, carries 0.117; number 44, H, carries 0.085; number 45, H, carries 0.075; number 46, H, carries 0.137; number 47, H, carries 0.088; number 48, H, carries 0.102; number 49, H, carries 0.104; number 50, H, carries 0.095; number 51, H, carries 0.105; number 52, H, carries 0.067; number 53, H, carries 0.062; number 54, H, carries 0.072; number 55, C, carries -0.164; number 56, C, carries -0.212; number 57, N, carries 0.089; number 58, C, carries -0.343; number 59, N, carries -0.036; number 60, C, carries -0.263; number 61, C, carries -0.159; number 62, C, carries -0.160; number 63, N, carries -0.062; number 64, C, carries -0.171; number 65, H, carries 0.109; number 66, H, carries 0.119; number 67, H, carries 0.096; number 68, H, carries 0.103; number 69, H, carries 0.070; number 70, H, carries 0.074; number 71, H, carries 0.062; number 72, H, carries 0.113; number 73, H, carries 0.113; number 74, H, carries 0.111; number 75, H, carries 0.135; number 76, H, carries 0.114; number 77, H, carries 0.130


DFT (ωB97M-V/def2-TZVPD) results for a structure of composition ArH24KrO12.

Summary:
ΔE to the lowest compared entry with this formula, charge and spin in kJ/mol: 39.8
Molar mass in g/mol: 339.9
Max |F| in eV Å⁻¹: 0.8

ORCA input file:
```
! RIJCOSX wB97M-V def2-TZVPD def2/J DEFGRID3
* xyz 0 1
Ar 3.173 1.200 2.052
Kr 0.189 0.075 -0.031
O -1.886 0.608 2.321
H -2.273 0.270 1.514
H -2.412 1.379 2.535
O 0.864 -3.324 1.365
H 0.574 -2.651 1.981
H 1.510 -2.883 0.814
O 0.449 -1.209 3.115
H -0.089 -0.620 2.585
H 0.050 -1.182 3.984
O -0.200 1.820 4.537
H -0.303 1.502 3.640
H -0.205 1.029 5.075
O -3.125 0.010 -2.473
H -2.376 0.599 -2.573
H -3.853 0.477 -2.884
O 3.190 -2.461 0.105
H 3.621 -2.515 0.958
H 3.746 -2.979 -0.478
O -1.177 2.158 -2.320
H -1.051 2.481 -3.212
H -1.490 2.919 -1.831
O 1.024 3.089 -0.948
H 1.614 3.661 -1.439
H 0.406 2.764 -1.603
O -4.053 0.312 0.159
H -3.720 0.329 -0.738
H -4.669 -0.421 0.173
O 1.286 -2.187 -2.386
H 1.345 -3.083 -2.054
H 2.136 -1.799 -2.182
O -1.473 -2.330 -2.328
H -0.543 -2.118 -2.250
H -1.893 -1.495 -2.537
O 4.097 1.918 -1.046
H 3.156 2.048 -1.164
H 4.360 2.609 -0.437
*
```

Okay, here come the Löwdin numbers, in e, for every atom: number 1, Ar, carries 0.076; number 2, Kr, carries 0.373; number 3, O, carries -0.098; number 4, H, carries -0.017; number 5, H, carries 0.053; number 6, O, carries -0.082; number 7, H, carries -0.034; number 8, H, carries -0.045; number 9, O, carries -0.071; number 10, H, carries -0.050; number 11, H, carries 0.051; number 12, O, carries -0.051; number 13, H, carries -0.011; number 14, H, carries 0.025; number 15, O, carries -0.043; number 16, H, carries 0.011; number 17, H, carries 0.071; number 18, O, carries -0.052; number 19, H, carries 0.060; number 20, H, carries 0.054; number 21, O, carries -0.055; number 22, H, carries 0.077; number 23, H, carries 0.074; number 24, O, carries -0.095; number 25, H, carries 0.038; number 26, H, carries -0.040; number 27, O, carries -0.051; number 28, H, carries -0.020; number 29, H, carries 0.048; number 30, O, carries -0.067; number 31, H, carries 0.055; number 32, H, carries 0.034; number 33, O, carries -0.071; number 34, H, carries -0.046; number 35, H, carries -0.026; number 36, O, carries -0.081; number 37, H, carries -0.016; number 38, H, carries 0.018


DFT (ωB97M-V/def2-TZVPD) results for an isolated molecule of C4H8O at a distorted geometry.

Summary:
ΔE to the lowest compared entry with this formula, charge and spin in kJ/mol: 289.9
Molar mass in g/mol: 72.1
SMILES: C[C@H]1C[C@H]1O
Max |F| in eV Å⁻¹: 1.7

ORCA input file:
```
! RIJCOSX wB97M-V def2-TZVPD def2/J DEFGRID3
* xyz 0 1
C 1.009 1.210 0.268
C 0.587 -0.259 -0.131
C -0.544 -0.782 0.691
C -0.902 -1.009 -0.713
O -1.558 -0.156 -1.576
H 1.553 1.156 1.238
H 0.176 1.895 0.470
H 1.700 1.735 -0.405
H 1.477 -0.858 -0.281
H -0.345 -1.706 1.219
H -1.117 -0.046 1.237
H -1.261 -2.044 -0.938
H -0.888 0.529 -1.633
*
```

Okay, here come the Löwdin numbers, in e, for every atom: number 1, C, carries -0.089; number 2, C, carries -0.210; number 3, C, carries -0.176; number 4, C, carries -0.252; number 5, O, carries -0.026; number 6, H, carries 0.081; number 7, H, carries 0.066; number 8, H, carries 0.060; number 9, H, carries 0.097; number 10, H, carries 0.109; number 11, H, carries 0.114; number 12, H, carries 0.145; number 13, H, carries 0.080


Q: What is the ΔE to the lowest compared entry with this formula, charge and spin in the first record?
A: 289.6 kJ/mol